#1
Below is a 2-piece molecular cluster, C3H10OS overall, with properties calculated with ωB97M-V with the def2-TZVPD basis set.

The geometry in XYZ format:
```
15
C3H10OS, DFT ωB97M-V with the def2-TZVPD basis set
S 0.65542 0.25404 0.07845
C 1.10961 0.39598 1.85367
C -1.61023 -1.04314 -0.89753
C -0.48666 -1.21179 0.11399
H 1.52659 -0.58361 2.14198
H 0.24342 0.61389 2.50084
H 1.87816 1.16893 2.02246
H -1.28056 -1.15214 -1.94445
H -1.98867 -0.01725 -0.75285
H -2.43509 -1.75172 -0.71283
H 0.08095 -2.14674 -0.05673
H -0.99143 -1.29891 1.09534
O 1.44695 2.26018 -2.01462
H 0.86811 3.02738 -1.80341
H 0.98343 1.48489 -1.62431
```

Output
orbital gap: 0.3636 Ha
charge: 0
SMILES: CCSC.O
HOMO level: -8.92 eV

Partial atomic charges computed with the Mulliken method, in multiples of e: atom 1 (S): -0.10, atom 2 (C): -0.86, atom 3 (C): -1.17, atom 4 (C): -0.32, atom 5 (H): 0.28, atom 6 (H): 0.29, atom 7 (H): 0.31, atom 8 (H): 0.30, atom 9 (H): 0.34, atom 10 (H): 0.33, atom 11 (H): 0.34, atom 12 (H): 0.32, atom 13 (O): -0.65, atom 14 (H): 0.32, atom 15 (H): 0.27

=====

#2
Below is a 2-piece molecular cluster, C3H10OS overall, with properties calculated with ωB97M-V with the def2-TZVPD basis set.

The geometry in XYZ format:
```
15
C3H10OS, DFT ωB97M-V with the def2-TZVPD basis set
C 1.94493 0.03204 -1.94799
O 1.42129 1.19704 -1.59050
H 0.88524 1.66784 -2.26467
H 2.58678 0.36395 -2.68734
H 2.39246 -0.36028 -1.04785
H 1.08332 -0.69444 -2.25936
C -1.35585 0.14487 -0.50469
C 0.27325 -0.30425 2.02393
S -1.32820 -0.61556 1.20595
H -0.37432 0.64252 -0.69389
H -1.62632 -0.70097 -1.18902
H -2.24825 0.66940 -0.58632
H 0.55951 -1.19240 2.54471
H 0.27879 0.42778 2.80669
H 1.16974 0.21319 1.37834
```

Output
orbital gap: 0.3305 Ha
charge: 0
SMILES: CSC.CO
HOMO level: -8.22 eV

Partial atomic charges computed with the Mulliken method, in multiples of e: atom 1 (C): -0.52, atom 2 (O): -0.55, atom 3 (H): 0.32, atom 4 (H): 0.34, atom 5 (H): 0.19, atom 6 (H): 0.21, atom 7 (C): -0.52, atom 8 (C): -0.71, atom 9 (S): -0.13, atom 10 (H): 0.01, atom 11 (H): 0.24, atom 12 (H): 0.36, atom 13 (H): 0.29, atom 14 (H): 0.31, atom 15 (H): 0.15

=====

#3
Below is a 2-piece molecular cluster, C3H10OS overall, with properties calculated with ωB97M-V with the def2-TZVPD basis set.

The geometry in XYZ format:
```
15
C3H10OS, DFT ωB97M-V with the def2-TZVPD basis set
C -0.10061 -1.24850 -2.69350
O -0.19069 -0.36129 -1.56466
H 0.58496 0.12524 -1.36756
H 0.92131 -1.30765 -3.06197
H -0.26686 -2.23994 -2.29141
H -0.92915 -0.97790 -3.33313
C 0.59860 1.67380 0.93241
C -0.57196 -0.32928 2.32134
S 0.62192 1.01447 2.60729
H 1.15802 2.59973 0.88561
H 1.04018 0.92882 0.30978
H -0.39069 1.80784 0.49018
H -1.41569 0.14203 1.85313
H -0.77743 -0.73306 3.30801
H -0.28191 -1.09430 1.60448
```

Output
orbital gap: 0.3404 Ha
charge: 0
SMILES: CSC.CO
HOMO level: -8.42 eV

Partial atomic charges computed with the Mulliken method, in multiples of e: atom 1 (C): -0.54, atom 2 (O): -0.46, atom 3 (H): 0.27, atom 4 (H): 0.28, atom 5 (H): 0.22, atom 6 (H): 0.20, atom 7 (C): -0.66, atom 8 (C): -0.76, atom 9 (S): -0.08, atom 10 (H): 0.34, atom 11 (H): 0.06, atom 12 (H): 0.31, atom 13 (H): 0.25, atom 14 (H): 0.29, atom 15 (H): 0.28

=====

The calculated energies rank the structures as follows, beginning with the most stable: #1, #3, #2.

=====

#1
Below is an isolated ion of composition C4H4NOS and charge +1, with properties calculated with ωB97M-V with the def2-TZVPD basis set.

The geometry in XYZ format:
```
11
C4H4NOS, DFT ωB97M-V with the def2-TZVPD basis set
C 1.64093 -0.66115 -0.43225
C -0.66030 1.65710 0.05206
C -1.77597 -0.55204 0.26820
C -0.68339 0.20174 -0.60067
N 0.55315 -0.32024 -0.58049
O -1.56986 2.46442 -0.07730
S -3.25127 -0.85704 -0.11385
H 2.59988 -1.03583 -0.12322
H 0.14298 1.78747 0.66050
H -1.25580 -0.76425 1.14373
H -0.98490 0.39484 -1.56102
```

Output
orbital gap: 0.2916 Ha
charge: +1
SMILES: C#[N+][C@H](C=O)C=S
HOMO level: -13.36 eV

Partial atomic charges computed with the Mulliken method, in multiples of e: atom 1 (C): 0.11, atom 2 (C): -0.03, atom 3 (C): -0.32, atom 4 (C): 0.09, atom 5 (N): 0.04, atom 6 (O): -0.36, atom 7 (S): -0.11, atom 8 (H): 0.45, atom 9 (H): 0.43, atom 10 (H): 0.34, atom 11 (H): 0.37

=====

#2
Below is an isolated ion of composition C4H4NOS and charge +1, with properties calculated with ωB97M-V with the def2-TZVPD basis set.

The geometry in XYZ format:
```
11
C4H4NOS, DFT ωB97M-V with the def2-TZVPD basis set
C 1.79499 -0.82939 -0.01361
C 0.47628 -1.24670 0.04030
C 2.62528 0.23585 -0.02913
C -2.52449 1.41317 0.04029
N -1.52331 0.70463 -0.09329
O 3.48299 0.94996 0.10519
S -1.21672 -0.92047 0.02458
H 2.56979 -1.59778 -0.11873
H 0.24165 -2.30752 0.28467
H -3.61443 1.16094 -0.09415
H -2.31203 2.43732 -0.14614
```

Output
orbital gap: 0.2973 Ha
charge: +1
HOMO level: -14.17 eV

Partial atomic charges computed with the Mulliken method, in multiples of e: atom 1 (C): -0.32, atom 2 (C): -0.08, atom 3 (C): 0.67, atom 4 (C): -0.10, atom 5 (N): -0.28, atom 6 (O): -0.11, atom 7 (S): 0.18, atom 8 (H): 0.30, atom 9 (H): 0.26, atom 10 (H): 0.23, atom 11 (H): 0.25

=====

The calculated energies rank the structures as follows, beginning with the most stable: #2, #1.

=====

#1
Below is one molecule with the formula H6NP3, with properties calculated with ωB97M-V with the def2-TZVPD basis set.

The geometry in XYZ format:
```
10
H6NP3, DFT ωB97M-V with the def2-TZVPD basis set
N -0.28786 -2.05165 -1.20978
P -0.54682 -0.36800 -1.18408
P 0.05421 2.43027 0.57440
P 0.53160 0.20716 0.70960
H 0.09644 -2.57626 -1.98534
H -0.28167 -2.46015 -0.29117
H -1.84166 -0.55350 -0.57401
H 1.36677 2.59827 0.39266
H 0.14975 2.71514 1.92022
H -0.56962 -0.35882 1.50364
```

Output
orbital gap: 0.3441 Ha
charge: 0
SMILES: N[PH]#[PH]P
HOMO level: -8.72 eV

Partial atomic charges computed with the Mulliken method, in multiples of e: atom 1 (N): -0.45, atom 2 (P): 0.00, atom 3 (P): -0.11, atom 4 (P): -0.14, atom 5 (H): 0.21, atom 6 (H): 0.23, atom 7 (H): 0.05, atom 8 (H): 0.06, atom 9 (H): 0.07, atom 10 (H): 0.07

=====

#2
Below is one molecule with the formula H6NP3, with properties calculated with ωB97M-V with the def2-TZVPD basis set.

The geometry in XYZ format:
```
10
H6NP3, DFT ωB97M-V with the def2-TZVPD basis set
N -0.67766 0.39936 -0.67158
P -1.77474 -0.23339 0.21098
P 2.23304 -0.19742 -0.29826
P 0.71857 1.36251 -0.41396
H -2.79886 0.56962 0.91336
H -2.46227 -1.25291 -0.59173
H -1.50495 -1.13932 1.35434
H 1.07065 -1.10089 -0.81045
H 2.22736 -0.34236 1.13103
H 0.81982 1.57125 -1.85273
```

Output
orbital gap: 0.3180 Ha
charge: 0
SMILES: [PH2]#[PH]N=[PH3]
HOMO level: -8.02 eV

Partial atomic charges computed with the Mulliken method, in multiples of e: atom 1 (N): -0.36, atom 2 (P): 0.08, atom 3 (P): -0.16, atom 4 (P): -0.02, atom 5 (H): 0.09, atom 6 (H): 0.10, atom 7 (H): 0.07, atom 8 (H): 0.08, atom 9 (H): 0.05, atom 10 (H): 0.06

=====

The calculated energies rank the structures as follows, beginning with the most stable: #1, #2.